[1]
Here is an isolated ion of composition C3H3N2O2S and charge -1 at a distorted geometry from the OMol25 dataset. Energies are from ωB97M-V/def2-TZVPD.

```
11
Properties=species:S:1:pos:R:3:mulliken_charge:R:1
N -2.0454 0.5568 0.7512 -0.628
S -1.3367 0.1309 -0.6083 -0.154
C 0.1088 -1.0893 -0.2599 -0.515
C 1.2055 -0.4265 0.4979 0.498
O 1.8184 -0.9445 1.4099 -0.573
N 1.4962 0.8523 0.0640 -0.441
C 0.8150 1.6317 -0.5887 0.613
O 0.6158 2.6320 -1.1616 -0.473
H -2.8586 -0.0434 0.9228 0.137
H 0.4155 -1.3139 -1.2811 0.249
H -0.2345 -1.9860 0.2538 0.287
```

Highest occupied orbital energy (eV): -3.3
SMILES: [NH-]SCC(=O)N=C=O
Charge: -1
Energy above the lowest of the compared OMol25 structures with the same formula, charge and spin (kcal per mole): 32.7
2S+1: 1


[2]
Here is C5H8O2 as an isolated structure at a distorted geometry from the OMol25 dataset. Energies are from ωB97M-V/def2-TZVPD.

```
15
Properties=species:S:1:pos:R:3:mulliken_charge:R:1
C 1.8061 -0.1634 0.7910 -1.193
C 0.6436 0.2519 -0.1037 0.792
C -0.3637 -0.8059 -1.1546 -1.065
C -0.7440 -0.1159 0.0876 0.562
O -1.2453 -0.7129 1.2260 -0.544
C -1.0719 1.3098 -0.3493 -0.455
O 0.4275 1.5661 -0.5082 -0.435
H 2.7997 0.0724 0.3963 0.361
H 1.7338 -1.2412 0.9659 0.299
H 1.7474 0.3007 1.7941 0.265
H -0.9458 -0.5351 -2.0589 0.221
H 0.0555 -1.8004 -1.2066 0.338
H -1.7075 -1.4985 0.9194 0.338
H -1.7577 1.3723 -1.2231 0.210
H -1.3775 2.0001 0.4241 0.305
```

Highest occupied orbital energy (eV): -8.4
Charge: 0
Energy above the lowest of the compared OMol25 structures with the same formula, charge and spin (kcal per mole): 82.9
2S+1: 1


[3]
Here is C31H27I2N3O3PRb as an isolated structure from the OMol25 dataset. Energies are from ωB97M-V/def2-TZVPD.

```
68
Properties=species:S:1:pos:R:3:mulliken_charge:R:1
Rb -1.8642 -1.5553 -1.9164 0.882
C 3.1625 -0.0654 2.3156 -1.674
C 2.7159 -1.4808 2.0436 1.429
C 3.0955 -2.4690 2.9521 -0.743
C 2.7348 -3.7966 2.7837 -0.615
C 1.9749 -4.1615 1.6830 -0.673
C 1.5817 -3.1864 0.7796 -0.983
C 1.9393 -1.8448 0.9321 0.321
P 1.2773 -0.7198 -0.3760 0.237
C 0.7674 0.7073 0.6878 1.906
C -0.1374 0.3422 1.6898 -1.137
C -0.6740 1.2640 2.5720 -0.827
C -0.3257 2.6014 2.4422 -0.901
C 0.5451 2.9811 1.4327 -0.851
C 1.1045 2.0608 0.5418 0.885
C 2.0470 2.5714 -0.5167 -1.356
C 2.7034 -0.3301 -1.4079 0.725
C 4.0184 -0.5728 -1.0053 -0.153
C 5.1196 -0.3667 -1.8163 -1.142
C 4.8707 0.0817 -3.1351 -0.291
C 3.6049 0.3109 -3.5837 -1.287
C 2.4249 0.1480 -2.7569 1.248
C 1.1816 0.4665 -3.2643 -1.153
H 4.1107 -0.0749 2.8579 0.521
H 2.4254 0.4706 2.9201 0.358
H 3.2974 0.5082 1.4009 0.022
H 3.6976 -2.1815 3.8089 0.389
H 3.0438 -4.5388 3.5107 0.361
H 1.6718 -5.1907 1.5344 0.402
H 0.9633 -3.4617 -0.0657 0.402
H -0.4457 -0.6974 1.7637 0.436
H -1.3811 0.9419 3.3281 0.501
H -0.7469 3.3465 3.1077 0.390
H 0.8050 4.0292 1.3167 0.292
H 2.0395 3.6640 -0.5154 0.431
H 1.7725 2.2253 -1.5165 0.118
H 3.0718 2.2319 -0.3456 0.258
H 4.1901 -0.9748 -0.0130 0.152
H 6.1214 -0.5882 -1.4706 0.389
H 5.7030 0.2363 -3.8173 0.337
H 3.4504 0.6465 -4.6049 0.298
H 0.2718 0.3722 -2.6878 -0.153
H 1.0779 0.7430 -4.3071 0.137
I -3.8075 -3.9567 2.8371 -0.024
C -3.9206 -1.9077 2.4902 -0.468
C -4.5767 -1.0987 3.4186 -0.339
C -4.6658 0.2590 3.2468 -0.287
I -5.6613 1.3798 4.7044 -0.038
C -4.0832 0.8728 2.1037 1.220
C -4.0968 2.2623 1.8460 -0.720
C -3.4808 2.7582 0.7343 -0.986
C -2.8516 1.8601 -0.1458 -0.367
N -2.8309 0.5678 0.0526 0.126
C -3.4215 0.0536 1.1565 -0.185
C -3.2994 -1.4119 1.3177 0.476
O -2.6853 -2.1031 0.4773 -0.639
H -5.0187 -1.5596 4.2926 0.327
H -4.5888 2.9249 2.5465 0.119
H -3.4645 3.8207 0.5264 0.372
H -2.3427 2.2235 -1.0341 0.436
N -2.7112 0.6774 -4.1443 -0.232
N -3.4792 0.0445 -5.1628 -0.328
C -3.3073 -1.3883 -5.3086 0.447
O -3.6828 -1.8254 -6.4132 -0.780
O -2.8204 -1.9897 -4.3246 -0.587
H -3.1010 1.5967 -3.9990 0.211
H -1.7401 0.7830 -4.4269 0.134
H -3.3699 0.4632 -6.0744 0.223
```

Highest occupied orbital energy (eV): -0.8
Charge: -2
2S+1: 1


[4]
Here is C34H56Br2Cl4F7IKN6O11PS as an isolated structure at a distorted geometry from the OMol25 dataset. Energies are from ωB97M-V/def2-TZVPD.

```
124
Properties=species:S:1:pos:R:3:mulliken_charge:R:1
C -2.4191 -4.3671 -1.4480 -0.683
C -1.0776 -3.8627 -2.0144 -0.710
C -0.2656 -3.0127 -1.0013 -0.880
C -1.0324 -1.7761 -0.5296 0.904
C -1.2678 -0.8028 -1.7419 -1.326
N -0.4946 -0.9543 0.5581 2.625
C -0.9848 -1.2679 1.9217 -2.826
N -0.2196 -2.1849 2.6574 1.239
P -0.5650 -3.8417 2.5303 0.549
O -0.7056 -4.5902 3.7748 -0.782
N 0.9105 -1.7463 3.3796 0.662
C 1.9440 -2.7461 3.6574 -1.218
C 0.7113 -0.7850 4.5014 0.079
C 0.6517 0.8190 4.3996 -1.600
O 0.6471 -1.2106 5.6201 -0.449
N -2.1279 -0.7658 2.4283 0.946
C -2.8472 0.1889 1.5634 -0.997
I -1.8250 2.1650 1.3712 0.157
C -4.2902 0.5483 1.9345 -0.407
C -5.2687 -0.5015 1.3187 -1.004
S -2.7949 -1.1754 3.9475 0.960
O -4.1182 -1.6776 3.8220 -0.573
O -2.0639 -2.1329 4.7003 -0.539
C -2.9316 0.3302 5.0899 0.602
F -4.1928 0.5091 5.3808 -0.125
F -2.3138 0.0573 6.2239 -0.222
F -2.3845 1.4300 4.5872 -0.134
C 0.9348 -0.5344 0.4217 -1.494
C 2.1466 -1.4038 0.4946 -0.106
C 3.5398 -0.9998 0.3296 -0.676
C 3.7080 0.4951 0.0503 0.061
C 2.4929 1.2637 -0.0061 -1.310
N 1.1513 0.8533 0.1315 -0.461
H -2.7785 -5.2488 -1.9822 0.443
H -2.3322 -4.5407 -0.3723 0.133
H -3.1887 -3.5968 -1.5908 -0.101
H -1.2133 -3.2515 -2.9138 0.264
H -0.4577 -4.7271 -2.2720 0.516
H 0.6131 -2.6678 -1.5676 0.235
H 0.1238 -3.6818 -0.2276 0.329
H -2.0475 -2.0978 -0.2542 0.478
H -0.5491 -0.9972 -2.5439 0.726
H -1.1197 0.2084 -1.3543 0.422
H -2.2965 -0.9202 -2.0919 -0.305
H -1.7656 -3.9454 1.7901 -0.075
H 0.4703 -4.4480 1.7735 0.134
H 2.2930 -3.2691 2.7665 0.441
H 2.8140 -2.2066 4.0492 0.174
H 1.6617 -3.4496 4.4490 0.454
H 0.2842 1.2264 3.4087 0.686
H 1.7316 1.1975 4.5251 0.424
H 0.1068 1.1797 5.2670 0.449
H -2.9160 -0.1601 0.5326 0.467
H -4.5094 1.4754 1.3975 0.608
H -4.4959 0.7617 2.9829 0.279
H -6.2037 -0.5291 1.8762 0.388
H -5.4147 -0.2967 0.2565 0.238
H -4.7400 -1.4611 1.3672 0.200
H 1.9193 -2.4498 0.6737 0.511
H 4.3707 -1.6827 0.3614 0.813
H 4.6427 0.9808 -0.1285 0.737
H 2.6284 2.3266 -0.1946 0.450
O -6.4815 0.3859 7.3453 -0.876
H -5.7205 0.5374 6.7827 0.266
K 1.3176 0.9696 2.1834 0.530
C 8.4200 -2.2695 5.2418 -0.352
C 7.1719 -2.0118 5.7863 -0.584
C 6.2646 -1.2317 5.0957 -0.043
C 6.6163 -0.7219 3.8556 -0.251
C 7.8641 -0.9599 3.3119 0.027
C 8.7672 -1.7394 4.0080 -0.435
N 5.6597 0.0592 3.1249 1.173
O 4.5746 0.2474 3.6491 -0.665
O 5.9592 0.4691 2.0126 -0.617
H 9.1273 -2.8861 5.7822 0.374
H 6.9053 -2.4224 6.7506 0.358
H 5.2964 -1.0289 5.5272 0.357
H 8.1389 -0.5475 2.3592 0.135
H 9.7448 -1.9369 3.5886 0.363
F -2.0729 4.5756 1.3837 -0.755
C 7.3955 -0.8380 -1.6572 -0.063
Cl 8.4582 -0.2024 -0.4152 -0.101
Cl 7.7609 -2.5303 -1.9918 -0.138
Cl 5.6850 -0.6473 -1.1973 -0.052
H 7.5639 -0.2698 -2.5629 0.354
C 1.0775 -0.0116 -8.1160 -1.146
C 0.5944 -0.7029 -6.8599 -0.207
O -0.0463 0.2352 -5.9645 -0.264
C -1.3080 0.5261 -6.2285 0.232
O -1.9619 0.0961 -7.1295 -0.497
C -1.8477 1.4864 -5.1600 1.034
F -0.9857 2.5090 -4.8731 -0.384
F -2.0794 0.8760 -4.0098 -0.234
F -2.9945 2.0698 -5.5313 -0.292
H 1.7262 0.8285 -7.8644 0.304
H 1.6292 -0.7078 -8.7456 0.385
H 0.2418 0.3870 -8.6917 0.319
H 1.4402 -1.1135 -6.3128 0.331
H -0.0760 -1.5305 -7.0875 0.334
O -1.9840 5.4110 -5.0824 -0.328
H -2.8599 5.4910 -5.5110 0.469
H -1.6941 4.4702 -5.0363 0.429
H -1.9837 5.8364 -4.1867 0.266
Br -6.1187 -2.7640 -1.0395 -0.089
C -6.3705 -2.3566 -2.9247 -0.646
C -5.3181 -1.4033 -3.4273 -0.117
Br -5.6594 0.4245 -2.8484 -0.143
H -7.3813 -1.9761 -3.0328 0.446
H -6.2886 -3.3125 -3.4385 0.375
H -5.3280 -1.3627 -4.5150 0.414
H -4.3193 -1.6586 -3.0849 -0.231
C -2.9946 6.8932 -2.3679 -0.642
C -1.6845 7.1419 -1.6384 0.051
C -0.7844 8.0854 -2.4234 -1.094
O -1.0188 5.9083 -1.4284 -0.314
H -2.8101 6.4211 -3.3510 -0.177
H -3.6229 6.2079 -1.7993 0.318
H -3.5455 7.8206 -2.5293 0.431
H -1.8891 7.5625 -0.6542 0.383
H -0.5296 7.6546 -3.4041 0.252
H 0.1541 8.2465 -1.8945 0.317
H -1.2639 9.0522 -2.5844 0.390
H -0.8301 5.5177 -2.2884 0.265
Cl 6.0205 -3.3082 3.0631 -0.733
```

Highest occupied orbital energy (eV): -5.0
Charge: 0
2S+1: 1


| no. | orbital gap (eV) | E_LUMO (eV) | E_tot (Ha) |
| --- | --- | --- | --- |
| 1 | 6.942 | 3.660 | -774.315094 |
| 2 | 9.129 | 0.756 | -345.672885 |
| 3 | 4.118 | 3.311 | -2548.417088 |
| 4 | 1.954 | -3.055 | -11809.481558 |